Entry from OMol25: a structure of composition C5H7FO in a non-equilibrium geometry (ωB97M-V with the def2-TZVPD basis set).

Structure (XYZ):
```
14
Properties=species:S:1:pos:R:3:mulliken_charge:R:1
F -0.51 1.29 -0.86 -0.3080
H 1.69 0.65 -1.42 0.2475
C -2.05 -0.25 -0.09 -0.5526
H 1.22 1.69 0.97 0.2620
H 2.65 -0.44 -0.27 0.2395
H -2.32 0.67 -1.03 0.2306
C 0.88 0.55 0.82 -0.3092
C -0.61 0.56 0.27 0.1906
H -2.86 -0.92 0.44 0.2714
C -0.60 -0.95 -0.11 -0.0324
H -0.64 -1.53 0.91 0.2096
O 0.63 -1.13 -0.81 -0.3903
H 1.01 -0.22 1.64 0.2890
C 1.50 0.03 -0.46 -0.3478
```

Highest occupied orbital energy in eV: -8.90
Kohn-Sham gap in Ha: 0.361
Spin multiplicity: 1
ΔE to the lowest compared entry with this formula, charge and spin in kJ/mol: 620.30
E_tot in a.u.: -369.56274

Entry from OMol25: the molecule C5H7FO2 in a non-equilibrium geometry (ωB97M-V with the def2-TZVPD basis set).

Structure (XYZ):
```
15
Properties=species:S:1:pos:R:3:mulliken_charge:R:1
H 1.18 1.45 0.10 0.3611
H -1.50 0.06 0.65 0.2143
H -0.26 2.15 0.85 0.3030
C 0.28 -0.76 1.31 0.1192
C -0.47 0.05 0.33 0.5244
H 0.60 -2.50 0.22 0.3254
C 0.09 1.42 0.09 -0.5300
C -0.46 0.53 -1.91 -0.1928
F 0.39 -0.18 2.52 -0.2645
O -0.43 -0.53 -0.99 -0.3882
O -0.43 1.77 -1.20 -0.3531
H 1.24 -2.47 2.00 0.3028
C 0.72 -2.01 1.17 -0.8716
H -1.41 0.56 -2.59 0.2013
H 0.45 0.46 -2.56 0.2486
```

Highest occupied orbital energy in eV: -9.84
Kohn-Sham gap in Ha: 0.395
SMILES: C=C(F)[C@H]1COCO1
Spin multiplicity: 1
ΔE to the lowest compared entry with this formula, charge and spin in kJ/mol: 67.53
E_tot in a.u.: -445.00778

Entry from OMol25: the molecule C5H7FOS in a non-equilibrium geometry (ωB97M-V with the def2-TZVPD basis set).

Structure (XYZ):
```
15
Properties=species:S:1:pos:R:3:mulliken_charge:R:1
H 1.80 -0.47 2.35 0.2687
C -0.26 0.32 0.41 0.1537
H -0.15 0.85 1.38 0.4312
H -0.28 2.26 -0.54 0.1974
C 0.26 1.21 -0.82 -0.3972
C -1.77 -0.15 0.24 -1.0740
H -2.77 0.58 0.05 0.2667
C 0.97 0.90 -1.91 -0.1732
H -1.65 -0.87 -0.59 0.3258
H 1.30 1.49 -2.67 0.4212
C 1.32 -1.20 1.50 -0.1140
F 1.04 -0.43 -2.30 -0.2287
O 0.32 -1.04 0.45 -0.1735
H -2.08 -0.71 1.12 0.3197
S 1.94 -2.72 1.34 -0.2238
```

Highest occupied orbital energy in eV: -8.77
Kohn-Sham gap in Ha: 0.321
SMILES: C[C@H](/C=C\F)OC=S
Spin multiplicity: 1
ΔE to the lowest compared entry with this formula, charge and spin in kJ/mol: 358.07
E_tot in a.u.: -767.85381

Among the records above, which one has the highest Kohn-Sham gap? C5H7FO2